# 1
{
  "formula": "C2H11O4",
  "method": "the ωB97M-V functional and the def2-TZVPD basis",
  "lumo_ha": 0.1497,
  "homo_ha": -0.166,
  "largest_force_ev_per_a": 1.386,
  "energy_ha": -383.79043,
  "charge": -1,
  "de_lowest_kj_mol": 40.47,
  "gap_ev": 8.59,
  "elements": ["C", "O", "C", "H", "H", "H", "H", "H", "H", "H", "O", "H", "H", "O", "H", "H", "O"],
  "positions_angstrom": [[-0.28, 1.06, 0.74], [0.08, -0.26, 0.54], [-0.90, 1.69, -0.51], [-0.98, 1.18, 1.58], [0.64, 1.65, 0.95], [-0.81, 2.76, -0.66], [-0.56, 1.14, -1.38], [-1.99, 1.51, -0.51], [-1.13, -2.48, -0.74], [-1.10, -0.98, -0.43], [-1.66, -1.69, -0.85], [1.66, 0.42, -0.88], [2.08, -0.78, -1.64], [2.22, 0.16, -1.64], [1.40, -2.39, 1.63], [0.51, -1.08, 1.60], [0.81, -1.91, 2.22]],
  "nbo_charge": [-0.0439, -0.9419, -0.6526, 0.1288, 0.1110, 0.1845, 0.2162, 0.1896, 0.4494, 0.5069, -1.0149, 0.4991, 0.4629, -0.9732, 0.4310, 0.5043, -1.0574]
}


# 2
{
  "formula": "C2H12BeF6NO10S2",
  "method": "the ωB97M-V functional and the def2-TZVPD basis",
  "lumo_ha": [-0.3325, -0.4418],
  "homo_ha": [-0.676, -0.674],
  "largest_force_ev_per_a": 6.255,
  "energy_ha": -2300.04847,
  "charge": 2,
  "de_lowest_kj_mol": 23.85,
  "spin_multiplicity": 2,
  "gap_ev": [9.36, 6.33],
  "elements": ["Be", "C", "F", "F", "F", "S", "O", "O", "N", "S", "O", "O", "C", "F", "F", "F", "O", "H", "H", "O", "H", "H", "O", "H", "H", "O", "H", "H", "O", "H", "H", "O", "H", "H"],
  "positions_angstrom": [[17.79, -18.12, -15.29], [19.80, -15.03, -12.78], [19.81, -14.04, -11.91], [20.87, -14.78, -13.46], [19.92, -16.24, -12.06], [18.14, -14.98, -13.92], [17.16, -15.86, -13.30], [17.68, -13.61, -13.89], [18.55, -15.82, -15.41], [18.85, -14.53, -16.23], [17.62, -14.04, -16.86], [19.77, -13.50, -15.75], [19.67, -15.29, -17.70], [20.14, -14.34, -18.49], [20.64, -15.94, -17.17], [18.92, -16.13, -18.35], [20.19, -18.62, -14.84], [20.89, -18.66, -14.18], [20.65, -18.55, -15.67], [18.73, -19.21, -17.48], [18.64, -18.91, -18.38], [19.04, -20.11, -17.56], [16.59, -17.40, -17.31], [15.68, -17.19, -17.10], [16.78, -16.89, -18.09], [15.32, -17.93, -14.64], [14.59, -18.46, -14.94], [14.95, -17.39, -13.94], [18.14, -18.63, -12.80], [18.05, -18.24, -11.94], [18.53, -19.49, -12.64], [17.62, -20.71, -15.27], [18.28, -21.41, -15.24], [16.79, -21.16, -15.10]],
  "nbo_charge": [1.6988, 0.8397, -0.2575, -0.2729, -0.3176, 2.0038, -0.9108, -0.7661, -0.9991, 2.0697, -0.5765, -0.6645, 0.7594, -0.2607, -0.2961, -0.3037, -0.9858, 0.5234, 0.5047, -0.9794, 0.5063, 0.5073, -0.9813, 0.5138, 0.5167, -0.9881, 0.5094, 0.5245, -0.9776, 0.5201, 0.4999, -0.9800, 0.5107, 0.5096]
}


# 3
{
  "formula": "C2H12N2O2",
  "method": "the ωB97M-V functional and the def2-TZVPD basis",
  "lumo_ha": [0.1480, 0.1420],
  "homo_ha": [0.044, -0.204],
  "largest_force_ev_per_a": 4.669,
  "energy_ha": -343.29763,
  "charge": -1,
  "de_lowest_kj_mol": 122.59,
  "spin_multiplicity": 2,
  "gap_ev": [2.84, 9.41],
  "elements": ["C", "N", "C", "N", "H", "H", "H", "H", "H", "H", "H", "H", "H", "H", "O", "H", "H", "O"],
  "positions_angstrom": [[1.45, 1.53, 0.82], [0.04, 1.41, 0.45], [-0.42, 0.02, 0.63], [-0.08, -0.98, -0.33], [2.09, 2.30, 0.44], [1.57, 1.59, 1.89], [1.97, 0.55, 0.53], [-0.64, 2.08, 0.72], [-1.53, 0.00, 0.80], [0.12, -0.49, 1.65], [-0.16, -0.76, -1.35], [0.95, -1.20, -0.17], [-1.11, -2.63, 0.29], [-1.68, -4.03, 0.05], [-1.74, -3.32, 0.58], [-0.06, 1.04, -1.61], [-0.73, 1.75, -2.80], [-0.02, 1.13, -2.60]],
  "nbo_charge": [-0.8651, -0.7287, -0.2455, -0.9304, 0.1920, 0.1651, 0.1582, 0.3732, 0.1817, 0.1350, 0.3841, 0.3366, 0.5005, 0.4421, -0.9971, 0.4781, 0.4407, -1.0205]
}


# 4
{
  "formula": "C2H12N2O2",
  "method": "the ωB97M-V functional and the def2-TZVPD basis",
  "lumo_ha": [0.1139, 0.1098],
  "homo_ha": [0.044, -0.165],
  "largest_force_ev_per_a": 2.701,
  "energy_ha": -343.29475,
  "charge": -1,
  "de_lowest_kj_mol": 130.15,
  "spin_multiplicity": 2,
  "gap_ev": [1.91, 7.48],
  "elements": ["C", "N", "C", "N", "H", "H", "H", "H", "H", "H", "H", "H", "H", "H", "O", "H", "H", "O"],
  "positions_angstrom": [[0.11, 0.80, 2.33], [0.66, 0.24, 1.12], [0.51, 0.97, -0.11], [-0.54, 0.30, -0.88], [0.83, 1.39, 2.95], [-0.70, 1.46, 2.06], [-0.17, 0.05, 3.07], [1.43, -0.41, 1.21], [1.36, 1.24, -0.73], [0.13, 2.02, 0.03], [-0.17, -0.51, -1.36], [-1.42, 0.08, -0.46], [-3.62, -0.32, -2.34], [-4.14, 0.47, -1.06], [-3.41, -0.02, -1.45], [3.79, -1.92, -0.81], [2.50, -2.63, -1.16], [2.84, -1.90, -0.58]],
  "nbo_charge": [-0.3977, -0.6865, -0.0883, -0.8919, 0.1392, 0.1823, 0.1780, 0.4017, 0.1979, 0.1469, 0.3523, 0.3694, 0.4643, 0.4610, -0.9833, 0.3130, 0.3004, -1.4588]
}


# 5
{
  "formula": "C2H12N2O2",
  "method": "the ωB97M-V functional and the def2-TZVPD basis",
  "lumo_ha": 0.0182,
  "homo_ha": -0.341,
  "largest_force_ev_per_a": 5.130,
  "energy_ha": -343.30604,
  "de_lowest_kj_mol": 228.63,
  "smiles": "CNCN.O.O",
  "gap_ev": 9.78,
  "elements": ["C", "N", "C", "N", "H", "H", "H", "H", "H", "H", "H", "H", "O", "H", "H", "O", "H", "H"],
  "positions_angstrom": [[1.75, 1.48, 1.08], [0.70, 0.81, 0.28], [-0.57, 1.55, 0.41], [-1.56, 1.15, -0.50], [2.10, 2.33, 0.59], [1.52, 1.69, 2.26], [2.53, 0.68, 1.11], [0.56, -0.13, 0.92], [-0.29, 2.54, 0.27], [-0.96, 1.38, 1.60], [-1.22, 0.75, -1.42], [-2.12, 0.36, -0.12], [-0.43, -2.05, 0.75], [-1.11, -1.61, 0.35], [-0.76, -2.88, 0.76], [-0.18, -3.01, -2.78], [-0.05, -2.44, -1.98], [0.08, -2.60, -3.57]],
  "nbo_charge": [-0.4245, -0.6327, -0.0345, -0.8430, 0.1903, 0.1562, 0.2036, 0.3634, 0.1674, 0.1395, 0.3703, 0.3414, -0.9176, 0.4556, 0.4655, -0.9590, 0.4842, 0.4739]
}


# 6
{
  "formula": "C2H12N2O2",
  "method": "the ωB97M-V functional and the def2-TZVPD basis",
  "lumo_ha": 0.0164,
  "homo_ha": -0.363,
  "largest_force_ev_per_a": 5.105,
  "energy_ha": -343.32392,
  "de_lowest_kj_mol": 181.70,
  "smiles": "NCCN.O.O",
  "gap_ev": 10.31,
  "elements": ["N", "C", "C", "N", "H", "H", "H", "H", "H", "H", "H", "H", "O", "H", "H", "O", "H", "H"],
  "positions_angstrom": [[-1.83, -1.93, 0.77], [-0.74, -0.94, 0.26], [0.76, -0.93, 0.31], [1.20, 0.17, -0.52], [-1.51, -2.88, 0.51], [-1.87, -1.89, 1.83], [-0.99, -0.85, -0.77], [-0.96, -0.03, 0.79], [1.25, -1.91, -0.09], [1.03, -1.06, 1.42], [2.18, 0.34, -0.30], [0.58, 0.96, -0.17], [-0.59, 3.84, 1.80], [-0.38, 3.13, 1.23], [-0.86, 4.71, 1.57], [0.65, -0.56, -3.03], [0.89, -0.24, -2.10], [1.20, 0.07, -3.51]],
  "nbo_charge": [-0.8121, -0.2410, -0.2432, -0.8244, 0.3548, 0.3511, 0.2034, 0.1640, 0.1911, 0.1718, 0.3841, 0.3591, -0.9836, 0.4868, 0.4973, -0.9868, 0.4775, 0.4500]
}


# 7
{
  "formula": "C2H12N2O3",
  "method": "the ωB97M-V functional and the def2-TZVPD basis",
  "lumo_ha": 0.0188,
  "homo_ha": -0.315,
  "largest_force_ev_per_a": 4.799,
  "energy_ha": -418.54852,
  "de_lowest_kj_mol": 237.68,
  "smiles": "N/C=C/N.O.O.O",
  "gap_ev": 9.08,
  "elements": ["N", "C", "C", "N", "H", "H", "H", "H", "H", "H", "O", "H", "H", "O", "H", "H", "O", "H", "H"],
  "positions_angstrom": [[0.48, 0.82, -2.95], [-0.15, -0.23, -2.30], [0.03, -0.56, -0.96], [-0.80, -1.55, -0.36], [-0.07, 1.29, -3.70], [1.41, 0.40, -3.27], [-1.06, -0.73, -2.89], [0.92, -0.36, -0.33], [-1.65, -1.21, 0.01], [-0.30, -2.01, 0.48], [2.92, -2.45, 6.14], [2.57, -2.15, 5.24], [2.60, -1.84, 6.76], [-3.15, 0.91, -0.21], [-2.53, 1.29, -0.72], [-2.75, 0.21, 0.23], [0.65, 2.79, -0.59], [0.70, 2.28, -1.42], [-0.31, 2.66, -0.34]],
  "nbo_charge": [-0.8862, -0.0722, -0.0798, -0.8274, 0.3926, 0.3916, 0.1849, 0.1953, 0.3487, 0.3643, -0.9370, 0.4702, 0.4668, -0.9090, 0.4591, 0.4505, -0.9546, 0.4858, 0.4564]
}


# 8
{
  "formula": "C2H12N3O2",
  "method": "the ωB97M-V functional and the def2-TZVPD basis",
  "lumo_ha": -0.1114,
  "homo_ha": -0.529,
  "largest_force_ev_per_a": 2.106,
  "energy_ha": -397.94450,
  "charge": 1,
  "de_lowest_kj_mol": 51.27,
  "gap_ev": 11.37,
  "elements": ["C", "N", "C", "N", "N", "H", "H", "H", "H", "H", "H", "H", "H", "H", "H", "O", "H", "H", "O"],
  "positions_angstrom": [[0.44, -1.49, 1.14], [-0.40, -1.42, -0.08], [-0.02, -0.53, -1.01], [-0.75, -0.50, -2.15], [1.14, 0.16, -1.08], [1.46, -1.58, 0.82], [0.07, -2.27, 1.80], [0.27, -0.61, 1.75], [-1.41, -1.42, 0.06], [-1.48, -1.17, -2.32], [-0.41, -0.05, -2.97], [1.33, 0.55, -2.00], [1.52, 0.68, -0.29], [-1.82, 2.04, -0.10], [-2.25, 1.25, 1.09], [-1.47, 1.45, 0.58], [0.53, 1.77, 1.19], [1.98, 1.84, 1.95], [1.26, 1.30, 1.63]],
  "nbo_charge": [-0.4333, -0.5464, 0.7028, -0.7661, -0.7828, 0.2259, 0.2316, 0.2344, 0.4161, 0.4182, 0.4090, 0.4050, 0.4553, 0.4888, 0.4908, -0.9694, 0.5060, 0.5026, -0.9884]
}


# 9
{
  "formula": "C2H12N8S3",
  "method": "the ωB97M-V functional and the def2-TZVPD basis",
  "lumo_ha": [-0.2799, -0.2807],
  "homo_ha": [-0.553, -0.534],
  "largest_force_ev_per_a": 5.339,
  "energy_ha": -1715.26532,
  "charge": 2,
  "de_lowest_kj_mol": 158.46,
  "gap_ev": [7.44, 6.90],
  "elements": ["C", "C", "N", "N", "N", "N", "N", "N", "N", "N", "S", "S", "S", "H", "H", "H", "H", "H", "H", "H", "H", "H", "H", "H", "H"],
  "positions_angstrom": [[-3.57, 1.13, -0.22], [3.10, -1.60, 0.47], [-4.09, 0.19, -0.81], [2.51, -1.40, 1.56], [-4.48, 2.08, 0.51], [4.54, -1.24, 0.52], [-2.32, 1.57, -0.14], [2.73, -2.21, -0.70], [-2.03, 2.74, 0.65], [3.32, -1.87, -1.82], [-1.15, 0.81, -1.12], [0.30, -2.29, -0.81], [-0.45, -0.84, 0.19], [-3.74, -0.67, -1.20], [1.60, -1.77, 1.80], [-4.75, 1.46, 1.41], [-3.93, 2.82, 1.03], [5.00, -1.98, -0.05], [4.67, -0.31, 0.03], [-5.33, 2.29, 0.01], [-1.26, 3.23, 0.29], [-1.73, 2.43, 1.56], [3.05, -2.51, -2.62], [4.70, -1.14, 1.47], [3.32, -0.90, -2.00]],
  "nbo_charge": [0.5502, 0.4865, -0.6573, -0.6413, -0.7540, -0.7131, -0.4581, -0.2560, -0.6467, -0.5650, 0.3295, 0.0759, 0.0481, 0.4284, 0.4036, 0.4630, 0.4800, 0.4687, 0.4493, 0.4780, 0.4004, 0.3695, 0.4261, 0.4710, 0.3635]
}


# 10
{
  "formula": "C2H12NO2",
  "method": "the ωB97M-V functional and the def2-TZVPD basis",
  "lumo_ha": -0.1141,
  "homo_ha": -0.587,
  "largest_force_ev_per_a": 3.214,
  "energy_ha": -288.37581,
  "charge": 1,
  "de_lowest_kj_mol": 100.39,
  "gap_ev": 12.86,
  "elements": ["C", "C", "N", "H", "H", "H", "H", "H", "H", "H", "H", "H", "H", "O", "H", "H", "O"],
  "positions_angstrom": [[-0.17, 1.49, -1.83], [0.08, 0.01, -1.39], [-0.42, -0.15, 0.07], [0.51, 2.28, -1.26], [-1.25, 1.76, -1.62], [0.07, 1.57, -3.01], [1.17, -0.26, -1.44], [-0.55, -0.69, -2.01], [-1.32, 0.27, 0.26], [-0.44, -1.16, 0.49], [0.14, 0.47, 0.78], [1.63, 1.78, 2.44], [0.18, 2.56, 1.99], [0.68, 1.69, 2.05], [-0.95, -3.23, 1.09], [-0.13, -3.63, -0.05], [-0.13, -2.90, 0.60]],
  "nbo_charge": [-0.6515, -0.2238, -0.7563, 0.2351, 0.2190, 0.2657, 0.2382, 0.2280, 0.4164, 0.4775, 0.4741, 0.5268, 0.5106, -1.0001, 0.4925, 0.5022, -0.9543]
}


# 11
{
  "formula": "C2H12NO2",
  "method": "the ωB97M-V functional and the def2-TZVPD basis",
  "lumo_ha": -0.1204,
  "homo_ha": -0.561,
  "largest_force_ev_per_a": 4.941,
  "energy_ha": -288.33811,
  "charge": 1,
  "de_lowest_kj_mol": 199.38,
  "gap_ev": 12.00,
  "elements": ["C", "N", "C", "H", "H", "H", "H", "H", "H", "H", "H", "H", "H", "O", "H", "H", "O"],
  "positions_angstrom": [[1.49, -1.10, 0.01], [0.03, -1.26, 0.30], [-0.95, -2.18, -0.50], [2.04, -0.69, 0.84], [1.71, -0.66, -1.00], [1.94, -2.19, -0.02], [0.20, -1.70, 1.33], [-0.40, -0.37, 0.14], [-0.99, -3.08, 0.25], [-1.89, -1.77, -0.78], [-0.46, -2.42, -1.38], [-0.55, 3.84, 1.71], [-0.60, 4.50, 0.27], [-0.14, 3.80, 0.85], [-0.56, 2.27, -0.01], [-0.42, 1.68, -1.49], [-0.45, 1.35, -0.52]],
  "nbo_charge": [-0.4371, -0.5543, -0.3936, 0.2473, 0.2494, 0.2212, 0.4565, 0.4832, 0.2303, 0.2468, 0.2215, 0.4936, 0.4985, -0.9526, 0.5297, 0.4952, -1.0356]
}


# 12
{
  "formula": "C2H12NO3",
  "method": "the ωB97M-V functional and the def2-TZVPD basis",
  "lumo_ha": [-0.3189, -0.5454],
  "homo_ha": [-0.719, -0.663],
  "largest_force_ev_per_a": 5.285,
  "energy_ha": -363.06225,
  "charge": 2,
  "de_lowest_kj_mol": 113.45,
  "spin_multiplicity": 2,
  "gap_ev": [10.89, 3.19],
  "elements": ["C", "C", "N", "H", "H", "H", "H", "H", "H", "H", "H", "O", "H", "H", "O", "H", "H", "O"],
  "positions_angstrom": [[-1.21, -0.45, -0.48], [-0.78, 0.13, -1.57], [-0.33, -1.42, 0.24], [-2.22, -0.36, -0.08], [-1.43, 0.88, -2.08], [0.20, -0.20, -2.01], [0.29, -2.00, -0.48], [0.08, -0.78, 0.89], [-0.91, -2.11, 0.65], [0.28, 0.79, 3.10], [0.01, 1.61, 1.86], [0.30, 0.67, 2.13], [-0.09, 4.58, 0.38], [1.13, 4.26, 1.27], [0.31, 3.87, 0.94], [1.37, -2.98, -2.44], [1.70, -3.62, -0.89], [1.29, -2.87, -1.44]],
  "nbo_charge": [0.1902, -0.0974, -0.7600, 0.2716, 0.2838, 0.2608, 0.4981, 0.4993, 0.4566, 0.5214, 0.5076, -0.9808, 0.5101, 0.5060, -0.7532, 0.5468, 0.5443, -1.0052]
}